No. 1
10
Properties=species:S:1:pos:R:3:forces:R:3:lowdin_charge:R:1 method="wB97M-V/def2-TZVPD" e_lumo_ev=1.129 largest_force_ev_per_a=5.8 spin_multiplicity=1 relative_energy_kcal_mol=54.9
C 0.3084 -0.0977 -0.5693 -1.1 -3.1 4.1 -0.160
C -0.2525 -1.3703 0.6867 2.5 4.0 -3.4 -0.219
C -0.0304 1.3233 -0.2878 -0.1 0.0 -0.3 -0.085
O -0.7369 -1.0990 -0.5757 -0.5 -0.6 0.0 -0.066
F 0.5513 -2.4250 0.8597 -0.4 -0.3 -0.2 0.050
H 1.2324 -0.4264 -1.0077 0.1 -0.1 -0.2 0.112
H -0.7186 -0.9873 1.5758 -0.4 -0.2 0.1 0.137
H 0.3491 1.6585 0.6788 0.0 0.0 0.0 0.074
H -1.1093 1.4608 -0.3062 -0.1 0.0 0.0 0.083
H 0.4065 1.9631 -1.0544 0.0 0.1 0.0 0.073



No. 2
79
Properties=species:S:1:pos:R:3:forces:R:3:lowdin_charge:R:1 method="wB97M-V/def2-TZVPD" total_charge=-2 e_lumo_ev=2.237 largest_force_ev_per_a=1.7 spin_multiplicity=1 relative_energy_kcal_mol=72.3
In -0.8334 -0.7131 0.3942 0.3 0.5 0.3 0.784
C -1.3950 4.1527 -6.5512 0.0 0.0 0.0 -0.095
O -1.5451 4.5937 -5.2206 0.0 0.0 0.1 -0.087
C -0.4087 4.7476 -4.4798 0.0 0.0 -0.1 -0.289
C -0.5744 4.7996 -3.0995 0.0 0.0 0.1 0.013
C 0.5176 4.9627 -2.2728 0.0 0.1 0.1 -0.022
C 1.8056 5.1046 -2.7991 -0.5 0.1 -0.1 -0.338
C 1.9542 5.0856 -4.1787 0.0 0.0 0.1 -0.060
C 0.8641 4.8816 -5.0184 0.0 0.0 -0.1 -0.028
N 2.9123 5.4568 -1.9864 0.2 0.2 0.0 0.025
N 3.1841 4.8994 -0.8968 0.3 -0.1 0.0 0.029
C 2.6622 3.7023 -0.4124 -0.2 -0.3 0.1 -0.267
C 2.7016 3.6016 0.9799 -0.1 0.1 -0.2 -0.056
C 2.1166 2.5695 1.6796 0.0 -0.1 0.1 -0.039
C 1.4580 1.4944 1.0309 0.1 0.1 0.2 -0.399
O 0.8949 0.5607 1.6662 0.0 -0.1 -0.1 -0.174
C 1.5153 1.5141 -0.4389 0.1 0.1 -0.2 -0.145
N 0.9886 0.4449 -1.0794 0.1 0.0 0.1 0.035
C 1.0433 0.3572 -2.3904 0.0 -0.1 0.0 -0.104
C 1.7479 1.2969 -3.1557 0.1 0.1 0.1 -0.019
C 2.3236 2.3683 -2.5255 0.0 -0.2 -0.1 -0.018
C 2.1401 2.5705 -1.1395 0.2 0.0 0.1 -0.098
H -2.3980 3.9400 -6.9121 0.0 0.0 0.0 0.091
H -0.7949 3.2400 -6.6014 0.0 0.0 0.0 0.100
H -0.9381 4.9201 -7.1858 0.0 0.0 0.0 0.081
H -1.5705 4.6778 -2.6935 0.0 0.0 0.0 0.125
H 0.3833 4.9858 -1.1980 0.0 0.0 0.0 0.121
H 2.9489 5.1820 -4.5992 0.0 0.1 0.0 0.108
H 1.0243 4.8301 -6.0870 0.0 0.0 0.0 0.096
H 3.1646 4.4249 1.5136 0.0 0.0 0.0 0.099
H 2.1455 2.5495 2.7626 0.0 0.0 0.0 0.094
H 0.5728 -0.5067 -2.8523 0.0 0.0 0.0 0.089
H 1.8569 1.1472 -4.2215 0.0 0.0 0.0 0.109
H 2.9380 3.0526 -3.0889 0.0 0.0 0.0 0.099
O 2.0696 -7.5750 4.1215 -0.1 0.1 0.0 0.047
N 2.1734 -6.9705 3.0656 0.2 -0.4 0.2 -0.338
O 2.9101 -7.3430 2.1756 0.0 0.1 -0.2 0.073
C 1.3706 -5.7559 2.8887 -0.3 0.6 -0.2 -0.069
C 0.4540 -5.5233 3.8534 0.1 -0.4 0.2 0.053
C -0.4111 -4.4036 3.8023 -0.1 0.3 -0.1 -0.134
C -1.4033 -4.1644 4.7707 0.1 -0.1 0.0 -0.013
C -2.2246 -3.0796 4.6383 -0.1 0.1 0.1 -0.047
C -2.0392 -2.2267 3.5380 0.1 -0.1 -0.1 -0.110
N -1.0954 -2.4142 2.6486 0.0 0.2 0.0 0.107
C -0.2884 -3.4768 2.7540 0.1 -0.2 0.1 -0.125
C 0.7351 -3.6763 1.7458 0.2 -0.1 0.0 -0.124
N 0.8800 -2.7152 0.8126 0.0 -0.2 0.2 0.090
C 1.7564 -2.8825 -0.1485 -0.1 0.2 0.0 -0.099
C 2.5564 -4.0261 -0.2447 0.1 0.0 0.0 -0.015
C 2.4724 -4.9868 0.7221 0.0 0.0 0.1 0.008
C 1.5424 -4.8371 1.7784 0.2 -0.1 -0.2 -0.051
H 0.3778 -6.2274 4.6695 -0.1 0.0 0.0 0.124
H -1.5052 -4.8462 5.6074 0.0 0.0 0.0 0.115
H -3.0102 -2.8774 5.3547 0.0 0.0 0.0 0.101
H -2.6800 -1.3647 3.3714 0.0 0.0 0.0 0.110
H 1.8362 -2.0863 -0.8795 0.0 -0.1 0.0 0.100
H 3.2303 -4.1311 -1.0834 0.0 0.0 0.0 0.112
H 3.1067 -5.8533 0.6858 0.0 0.0 -0.1 0.095
S -4.6065 0.3729 -3.9059 0.0 0.0 0.1 -0.448
Sb -5.1723 -1.3161 -2.4846 -0.3 0.0 0.0 0.196
S -3.6612 -1.2312 -0.5012 -0.5 -0.1 -0.7 -0.177
S -2.1495 -2.1196 -1.9176 -0.9 -0.1 1.4 0.050
S -3.5533 -3.1689 -3.0430 -0.1 0.0 -0.1 0.031
C -1.6396 0.9169 5.1177 0.0 0.1 -0.1 -0.055
N -2.6901 1.3901 4.2335 0.0 -0.3 0.0 -0.220
C -3.8044 2.1061 4.8203 0.0 0.0 0.0 -0.060
C -2.4464 1.5151 2.9274 0.0 0.2 0.0 -0.304
N -2.2621 1.6095 1.7906 -0.1 0.2 0.2 0.168
H -2.0675 0.2372 5.8585 0.0 0.0 0.0 0.080
H -1.1551 1.7481 5.6418 0.0 0.0 0.0 0.087
H -0.8913 0.3862 4.5324 0.0 0.0 0.0 0.091
H -4.2921 1.4735 5.5656 0.0 0.0 0.0 0.081
H -4.5260 2.3535 4.0467 0.0 0.0 0.0 0.093
H -3.4791 3.0307 5.3112 0.0 0.0 0.0 0.084
O -0.6032 -2.4520 -3.5269 1.2 -0.8 -0.5 -0.658
Cl 0.3407 -3.6295 -3.3035 -0.4 0.5 -0.1 0.826
O 0.2323 -4.5133 -4.4695 0.1 0.0 -0.1 -0.496
O 1.7055 -3.0482 -3.2647 0.1 0.0 0.0 -0.514
O -1.4991 -3.1125 -1.0195 0.1 0.1 -0.4 -0.726



No. 3
11
Properties=species:S:1:pos:R:3:forces:R:3:lowdin_charge:R:1 method="wB97M-V/def2-TZVPD" e_lumo_ev=0.452 largest_force_ev_per_a=1.4 spin_multiplicity=1 relative_energy_kcal_mol=36.8
C 0.7218 1.4136 -0.2215 -1.1 -0.3 0.7 -0.306
C 1.2392 -0.9883 -0.0901 -1.0 -0.1 0.1 -0.323
H -1.4933 -0.2357 1.4644 0.1 0.0 0.2 -0.111
H 1.8068 1.4479 -0.3097 -0.1 0.2 -0.3 0.109
H -0.9432 2.1416 0.0540 -0.6 0.2 -0.2 -0.015
H 2.2479 -0.6049 -0.2402 -0.1 0.0 -0.1 0.110
H 0.0435 -2.4212 0.2138 -0.1 0.0 -0.2 0.000
N 0.2624 0.0603 -0.0377 0.8 0.2 -0.1 -0.472
N -0.0077 2.4520 -0.1733 1.2 -0.8 0.0 0.085
N 1.0234 -2.2293 0.0136 0.4 0.6 0.2 0.082
S -1.3984 -0.3037 0.1293 0.5 0.1 -0.3 0.841



No. 4
115
Properties=species:S:1:pos:R:3:forces:R:3:lowdin_charge:R:1 method="wB97M-V/def2-TZVPD" total_charge=-2 e_lumo_ev=3.664 largest_force_ev_per_a=1.3 spin_multiplicity=1 relative_energy_kcal_mol=8.1
Sr 0.0121 -0.2769 -0.0285 -1.1 0.5 0.5 1.074
C 0.8183 -4.6328 0.1503 -0.1 0.0 0.0 -0.015
C 1.8718 -3.6349 -0.1713 -0.2 -0.1 0.0 -0.389
N 1.7289 -2.3308 -0.1477 0.3 0.0 -0.3 0.096
C 2.9148 -1.8080 -0.6018 0.1 -0.1 -0.1 -0.119
C 3.7970 -2.8255 -0.8745 0.0 -0.1 0.0 -0.081
N 3.1070 -3.9799 -0.5920 0.0 0.1 0.0 0.174
C 5.1827 -2.9613 -1.3833 0.0 0.0 0.3 -0.507
O 5.8708 -1.8608 -1.5586 -0.2 0.3 0.1 0.102
O 5.6412 -4.0748 -1.5722 0.0 0.0 -0.1 0.052
C 3.0771 -0.3509 -0.9198 0.2 -0.2 0.1 -0.582
O 4.2385 0.0504 -1.1817 0.3 -0.1 0.0 -0.001
O 2.0463 0.3508 -0.9482 0.7 0.2 -0.4 -0.222
H -0.1445 -4.1261 0.1716 0.0 0.0 0.0 0.040
H 0.9837 -5.0957 1.1234 0.0 0.0 0.0 0.071
H 0.7825 -5.4068 -0.6173 0.0 0.0 0.0 0.082
H 3.4996 -4.8975 -0.7218 0.0 0.0 0.0 0.162
H 5.2858 -1.0336 -1.3125 -0.1 -0.2 -0.3 0.070
O -2.6578 0.1693 0.1194 0.2 -0.2 -0.2 -0.306
N -3.4266 0.2759 1.1591 0.0 0.0 0.0 -0.273
C -4.6549 -0.2824 1.0947 0.0 0.0 0.0 -0.050
C -5.5426 -0.2273 2.1382 0.0 0.0 0.0 -0.099
C -5.1432 0.4238 3.3086 0.0 0.0 0.0 -0.116
C -3.8891 0.9728 3.3679 0.1 0.1 0.1 -0.121
C -2.9737 0.9112 2.2944 0.0 0.0 0.0 -0.746
S -1.3954 1.5297 2.3571 -0.1 0.0 0.0 0.609
H -4.8427 -0.7697 0.1494 0.0 0.0 0.0 0.119
H -6.5132 -0.6912 2.0328 0.0 0.0 0.0 0.087
H -5.8068 0.4918 4.1614 0.0 0.0 0.0 0.090
H -3.5369 1.4748 4.2587 0.0 0.0 0.0 0.094
N 0.6475 3.6120 -1.8157 0.2 -0.1 0.0 -0.111
P 1.0587 3.2738 -0.1600 -0.1 -0.1 0.1 1.090
C 2.6857 4.1038 -0.2970 0.0 0.1 -0.1 -0.347
C 3.7666 3.2847 -0.6070 0.1 0.1 0.0 -0.086
C 5.0145 3.8397 -0.8561 0.0 0.0 0.0 -0.077
C 5.1944 5.2120 -0.7860 0.0 0.1 0.0 -0.108
C 4.1176 6.0371 -0.4849 0.1 0.0 0.0 -0.104
C 2.8672 5.4857 -0.2542 0.0 0.0 0.1 -0.098
C 0.0536 4.5519 0.6855 0.0 0.0 -0.1 -0.376
C 0.4843 5.1237 1.8777 0.0 0.0 0.1 -0.114
C -0.3430 5.9763 2.5918 0.0 0.0 0.0 -0.093
C -1.6188 6.2619 2.1275 0.0 0.0 0.0 -0.111
C -2.0605 5.6834 0.9461 0.0 0.0 0.0 -0.097
C -1.2316 4.8321 0.2332 -0.1 0.0 -0.1 -0.095
C -0.2819 2.9091 -2.5373 0.1 0.2 -0.1 -0.404
C -0.4994 3.2252 -3.8901 0.1 0.0 0.1 -0.035
C -1.5404 2.6099 -4.5396 -0.1 0.0 -0.1 -0.093
C -2.3314 1.6945 -3.8536 0.0 0.0 0.0 -0.090
C -2.0007 1.4059 -2.5420 0.0 -0.1 -0.1 -0.132
N -0.9934 1.9927 -1.8911 0.0 -0.1 0.1 0.099
H 1.3085 4.1559 -2.3502 -0.1 0.1 0.1 0.100
H 3.6350 2.2158 -0.6760 0.0 -0.1 0.0 0.069
H 5.8427 3.1860 -1.0975 0.0 0.0 0.0 0.105
H 6.1710 5.6432 -0.9709 0.0 0.0 0.0 0.090
H 4.2518 7.1119 -0.4340 0.0 0.0 0.0 0.090
H 2.0282 6.1300 -0.0226 0.0 0.0 0.0 0.097
H 1.4696 4.8889 2.2599 0.0 0.0 0.0 0.084
H 0.0104 6.4067 3.5207 0.0 0.0 0.0 0.095
H -2.2709 6.9182 2.6900 0.0 0.0 0.0 0.088
H -3.0621 5.8788 0.5844 0.0 0.0 0.0 0.094
H -1.6016 4.3630 -0.6707 0.0 0.0 0.0 0.092
H 0.1297 3.9548 -4.3836 0.0 0.0 0.0 0.099
H -1.7414 2.8413 -5.5790 0.0 0.0 0.0 0.097
H -3.1570 1.1916 -4.3320 0.0 0.0 0.0 0.076
H -2.5483 0.6723 -1.9661 -0.1 0.0 0.0 0.079
C -2.4790 -3.9726 2.5502 -0.1 0.0 0.1 -0.448
Te -1.3022 -2.2041 2.3752 -0.1 -0.2 0.1 1.234
C -1.3375 -1.6941 4.4258 0.0 -0.1 0.0 -0.426
H -3.4008 -3.7400 3.0776 -0.1 0.0 0.0 -0.011
H -1.9283 -4.7521 3.0700 0.0 -0.1 0.0 -0.011
H -2.7263 -4.3070 1.5464 0.0 0.0 -0.1 -0.023
H -0.8379 -2.4563 5.0166 0.0 0.0 0.1 -0.004
H -2.3691 -1.5535 4.7398 0.0 0.0 0.1 -0.006
H -0.7981 -0.7548 4.4921 0.1 0.1 0.0 -0.022
C 2.3467 -3.4772 3.1807 -0.1 0.1 0.0 -0.187
Si 2.8238 -1.6720 3.4452 -0.1 0.1 -0.2 0.320
C 2.5650 -1.3432 5.2959 0.1 0.0 0.0 -0.176
C 4.7132 -1.7199 3.2416 0.0 0.0 0.1 -0.185
N 2.0095 -0.5335 2.4967 -0.1 -0.3 -0.2 -0.092
C 2.4452 0.7448 2.7506 0.0 0.2 0.2 -0.438
C 1.6825 1.6441 3.5315 0.0 -0.1 0.0 -0.103
C 2.1493 2.8937 3.8870 0.0 0.1 0.1 -0.139
C 3.4026 3.3391 3.4769 0.0 0.0 0.0 -0.154
C 4.1609 2.4914 2.6797 0.1 0.1 -0.1 -0.125
C 3.6928 1.2434 2.3087 0.0 0.0 -0.1 -0.069
H 2.8092 -4.0627 3.9782 0.0 -0.1 0.1 0.021
H 1.2727 -3.6557 3.1834 -0.1 0.0 0.0 -0.028
H 2.7512 -3.8363 2.2379 0.1 -0.1 -0.2 0.003
H 3.0995 -2.0632 5.9209 0.0 0.0 0.1 0.012
H 1.5060 -1.3787 5.5531 -0.1 0.0 0.0 0.002
H 2.9243 -0.3427 5.5425 0.0 0.1 0.0 0.019
H 5.1257 -2.5661 3.7996 0.0 0.0 0.0 0.014
H 5.1813 -0.8074 3.6125 0.0 0.1 0.0 0.015
H 4.9956 -1.8337 2.1948 0.0 0.0 -0.1 0.013
H 0.7159 1.3074 3.8769 0.0 0.0 0.0 0.032
H 1.5192 3.5288 4.5029 0.0 0.0 0.0 0.093
H 3.7714 4.3183 3.7602 0.0 0.0 0.0 0.080
H 5.1325 2.8156 2.3228 0.0 0.0 0.0 0.091
H 4.2949 0.6110 1.6678 0.0 0.0 0.0 0.097
C -1.5605 -4.3663 -4.1763 0.0 0.0 0.0 -0.255
Ge -2.0282 -2.7279 -3.1395 0.0 0.0 0.1 0.666
C -3.4510 -3.3438 -1.9117 0.0 -0.1 -0.1 -0.228
C -2.9716 -1.6207 -4.4781 0.0 0.0 0.0 -0.247
C -0.6136 -1.9381 -2.1470 -0.1 0.0 -0.1 -0.414
H -2.4225 -4.7847 -4.7000 -0.1 0.0 0.0 -0.008
H -1.1608 -5.1269 -3.5039 0.0 -0.1 0.0 -0.007
H -0.7879 -4.1322 -4.9093 0.1 0.0 -0.1 -0.002
H -4.2262 -3.8977 -2.4466 0.0 0.0 0.0 0.002
H -3.9049 -2.4920 -1.4066 0.0 0.1 0.0 -0.010
H -3.0287 -3.9976 -1.1460 0.0 0.0 0.0 -0.005
H -3.5201 -2.2663 -5.1671 0.0 0.0 0.0 0.000
H -2.2745 -1.0085 -5.0493 0.0 0.0 0.0 0.003
H -3.6859 -0.9582 -3.9896 0.0 0.0 0.0 -0.005
H 0.2054 -1.6664 -2.8303 0.0 0.1 0.0 -0.057
H -0.2336 -2.7989 -1.5824 0.1 0.0 0.0 -0.104